Below is C35H37BrP2W as an isolated structure in a non-equilibrium geometry, with properties calculated with ωB97M-V/def2-TZVPD.

Calculated total energy, eV: -127320.43717
2S+1: 3
⟨S²⟩: 2.029
E_HOMO (alpha / beta), eV: -13.54 / -13.53
Charge: +2

The geometry in XYZ format:
```
76
C35H37BrP2W | the Open Molecules 2025 dataset | ωB97M-V/def2-TZVPD
W 1.0468 -2.5978 -1.0773
C 1.3051 -0.4651 -0.3564
C 2.5490 -1.1733 -0.4514
C 3.2676 -1.7355 0.7490
C 2.9676 -3.2178 1.0601
C 1.5786 -3.6698 0.7608
C 0.4311 -2.8532 0.9695
C 0.4758 -1.5834 1.7882
C 0.5736 -0.2917 0.9367
C 1.6512 -4.2853 -1.9233
H 1.0684 0.2345 -1.1667
H 3.1823 -0.8529 -1.2772
H 3.1173 -1.1111 1.6453
H 4.3518 -1.6578 0.5449
H 3.6910 -3.8480 0.5156
H 3.2032 -3.3922 2.1259
H 1.3964 -4.7414 0.7610
H -0.5417 -3.3525 0.9380
H 1.2748 -1.6002 2.5557
H -0.4688 -1.5305 2.3657
H -0.4541 0.0747 0.7487
H 1.0600 0.5026 1.5413
H 1.5737 -4.0753 -2.9954
H 0.8553 -4.9718 -1.6264
H 2.6150 -4.6964 -1.6295
P 4.3265 -5.4773 -5.2806
P 2.3439 -6.9068 -3.3142
C 4.9791 -6.4100 -3.8551
C 4.0893 -6.7407 -2.8525
C 5.3485 -5.8699 -6.7683
C 6.6947 -6.2536 -6.6851
C 7.4952 -6.2332 -7.8363
C 6.9472 -5.8977 -9.0774
C 5.5706 -5.6588 -9.1848
C 4.7659 -5.6758 -8.0456
C 4.8339 -3.7503 -4.9590
C 4.2444 -3.2167 -3.8054
C 4.5150 -1.9214 -3.4031
C 5.3710 -1.1176 -4.1574
C 5.9698 -1.6355 -5.3097
C 5.6936 -2.9449 -5.7277
C 2.3486 -8.5909 -4.1251
C 3.0653 -8.7566 -5.3284
C 3.0513 -9.9713 -6.0155
C 2.3130 -11.0471 -5.5151
C 1.6281 -10.9132 -4.3032
C 1.6630 -9.7013 -3.6022
C 1.3390 -7.2654 -1.8536
C -0.0599 -7.1395 -2.0361
C -0.9054 -7.0760 -0.9322
C -0.3695 -7.1912 0.3568
C 1.0058 -7.3615 0.5361
C 1.8667 -7.4055 -0.5651
H 6.0576 -6.6031 -3.8077
H 4.3614 -6.8655 -1.7970
H 7.1203 -6.5450 -5.7249
H 8.5556 -6.4709 -7.7554
H 7.5845 -5.8332 -9.9602
H 5.1291 -5.4475 -10.1596
H 3.6874 -5.5177 -8.1260
H 3.5759 -3.8515 -3.2256
H 4.0621 -1.5390 -2.4935
H 5.5548 -0.0966 -3.8346
H 6.6548 -1.0134 -5.8808
H 6.1446 -3.3320 -6.6407
H 3.6473 -7.9181 -5.7195
H 3.6136 -10.0753 -6.9456
H 2.2731 -11.9836 -6.0678
H 1.0607 -11.7548 -3.9049
H 1.1452 -9.6259 -2.6428
H -0.4604 -7.0420 -3.0468
H -1.9789 -6.9331 -1.0740
H -1.0352 -7.1500 1.2226
H 1.4172 -7.4580 1.5447
H 2.9361 -7.5358 -0.4179
Br -1.1663 -1.8554 -1.6506
```